1.
DFT (wB97M-V/def2-TZVPD) results for C24H29N3O4 in the gas phase.

CARTESIAN COORDINATES (ANGSTROEM)
C -6.12077 -1.63249 -0.42671
O -5.11426 -0.81058 0.10866
C -3.83772 -1.29035 0.17096
C -2.89069 -0.43759 0.72799
C -1.57244 -0.83218 0.82438
C -1.15420 -2.06727 0.34228
N 0.16533 -2.50119 0.40852
C 1.30526 -1.76212 0.27990
C 1.27774 -0.43203 -0.21500
C 2.44342 0.27919 -0.30353
C 2.39870 1.67744 -0.83998
O 3.15753 2.11102 -1.68441
N 1.41852 2.41902 -0.27450
C 1.06906 3.74426 -0.72009
C -0.15582 3.74000 -1.64544
C -1.31943 2.91372 -1.07348
O -1.59538 3.13376 0.28779
C -2.47773 4.20068 0.61048
C -1.72297 5.48338 0.96772
C -3.33092 3.73666 1.79028
C 3.66395 -0.34446 0.07675
C 4.91547 0.29413 0.03444
C 6.05047 -0.38299 0.39214
C 5.97858 -1.71916 0.81075
C 4.77564 -2.36701 0.86795
C 3.58725 -1.69887 0.50907
N 2.42506 -2.37194 0.60347
C -2.12100 -2.94383 -0.18390
O -1.64454 -4.16358 -0.58296
C -2.55152 -5.11284 -1.08395
C -3.44938 -2.55457 -0.26621
H -7.03776 -1.04761 -0.37367
H -5.91924 -1.89032 -1.47197
H -6.24643 -2.55034 0.15750
H -3.20117 0.52891 1.08726
H -0.86057 -0.17902 1.30279
H 0.30636 -3.49810 0.49109
H 0.34679 -0.02482 -0.57698
H 0.79102 1.99864 0.39241
H 1.93189 4.14692 -1.25536
H 0.86671 4.35920 0.16000
H -0.46731 4.77147 -1.81623
H 0.11583 3.30467 -2.60820
H -1.07403 1.84882 -1.14498
H -2.21885 3.08881 -1.68120
H -3.13327 4.39773 -0.25248
H -2.42948 6.25260 1.26839
H -1.04263 5.29046 1.79365
H -1.15137 5.85308 0.12072
H -4.01851 4.52215 2.09055
H -2.68686 3.48553 2.62871
H -3.90266 2.85414 1.51517
H 4.96693 1.31774 -0.30256
H 7.01050 0.11016 0.35214
H 6.88583 -2.23588 1.08963
H 4.69852 -3.39338 1.19121
H -3.03896 -4.76149 -1.99920
H -3.31274 -5.37434 -0.34152
H -1.95568 -5.99500 -1.31308
H -4.17833 -3.23179 -0.67820

Values from the calculation:
Structure (SMILES): COc1ccc(Nc2cc(C(=O)NCCCOC(C)C)c3ccccc3n2)c(OC)c1
Energy relative to the best compared isomer or geometry (same formula, charge and spin), kcal/mol: 46.9
Maximum force, Eh/bohr: 0.0134
E_tot, eV: -38019.32985
Total charge: 0
HOMO energy, eV: -7.317

2.
DFT (wB97M-V/def2-TZVPD) results for 6 unconnected molecules or ions with the total composition C24H61O11P.

CARTESIAN COORDINATES (ANGSTROEM)
C -0.83069 2.35202 3.95124
O -1.40355 1.12481 3.56050
C -0.84431 0.00461 4.22813
C -1.05499 -1.28270 3.45033
C -0.70958 -1.24267 1.95465
C 0.54486 -0.45102 1.56900
C 1.85672 -1.25242 1.64900
C 2.86226 -0.57325 0.75146
O 4.09627 -1.31352 0.64272
P 5.36558 -0.63999 -0.00297
O 6.56012 -1.46312 0.04899
O 5.41871 0.78057 0.73423
O 4.96768 -0.26997 -1.50952
C 4.34744 0.93507 -1.86046
O 5.36057 1.87607 -2.07469
C 4.83887 3.14787 -2.43255
H -0.62087 2.37401 5.02530
H -1.54134 3.14666 3.72439
H 0.10244 2.54446 3.40836
H -1.31422 -0.08445 5.21655
H 0.22677 0.17102 4.40208
H -0.46504 -2.06040 3.94356
H -2.09630 -1.60064 3.54732
H -1.54952 -0.87353 1.36825
H -0.54713 -2.27523 1.62977
H 0.40644 -0.12055 0.53461
H 0.64297 0.46193 2.16198
H 1.65663 -2.27721 1.33731
H 2.20105 -1.25481 2.68647
H 2.41785 -0.49277 -0.24343
H 3.06767 0.42504 1.14202
H 6.19279 1.27368 0.41285
H 3.77981 0.74783 -2.77917
H 3.66775 1.29246 -1.07849
H 5.51057 3.91567 -2.05419
H 4.73465 3.24615 -3.51583
H 3.85251 3.32128 -1.98640
C 3.28749 -4.29005 -0.99599
C 1.77639 -4.14687 -0.99296
C 1.09758 -5.12352 -1.93956
O 1.38355 -2.80510 -1.29667
H 3.69985 -4.08208 -1.98747
H 3.72946 -3.58841 -0.29050
H 3.57981 -5.30158 -0.71026
H 1.40805 -4.31318 0.02214
H 1.42668 -4.94007 -2.96656
H 0.01458 -5.00455 -1.90384
H 1.34468 -6.15484 -1.68501
H 1.65895 -2.60576 -2.19830
C 2.93305 1.98583 -6.79584
C 2.42488 2.82204 -5.63271
C 0.97928 3.25031 -5.82764
O 3.26489 3.95652 -5.41936
H 2.89528 2.56723 -7.72132
H 3.96667 1.68366 -6.62830
H 2.32585 1.09032 -6.93346
H 2.50783 2.24426 -4.70894
H 0.88783 3.86588 -6.72691
H 0.63587 3.84005 -4.97784
H 0.32332 2.38618 -5.94052
H 3.22806 4.50798 -6.20878
C -0.97597 -3.54884 8.14308
C -1.29527 -3.09895 6.72645
C -2.79353 -3.00152 6.48634
O -0.68469 -3.96422 5.77026
H -1.39305 -4.54342 8.32470
H 0.10208 -3.60276 8.29304
H -1.39757 -2.86419 8.88011
H -0.83675 -2.12394 6.54716
H -3.26020 -3.98133 6.62219
H -2.99751 -2.66962 5.46874
H -3.26177 -2.30349 7.18176
H -1.05702 -4.84535 5.88689
C -1.94052 3.24918 0.19098
C -3.12323 2.29893 0.31836
C -4.30231 2.96228 1.01224
O -2.73706 1.11253 1.00162
H -1.59765 3.55831 1.18237
H -1.10828 2.75530 -0.31257
H -2.20824 4.14514 -0.37177
H -3.43184 1.97230 -0.67644
H -4.01988 3.26075 2.02663
H -5.13915 2.26817 1.08507
H -4.63473 3.84855 0.47015
H -2.44012 1.33287 1.89711
C -6.68335 0.64177 -4.18719
C -5.59846 1.54310 -3.61969
C -4.20845 1.08707 -4.03679
O -5.69679 1.62252 -2.19938
H -6.55548 -0.37932 -3.81681
H -7.66922 0.99124 -3.88154
H -6.64489 0.61428 -5.27697
H -5.76153 2.56656 -3.96271
H -4.01448 0.07848 -3.66091
H -3.44833 1.75195 -3.62563
H -4.10695 1.07031 -5.12292
H -5.55912 0.73811 -1.84071

Values from the calculation:
Structure (SMILES): COCCCCCCO[P@](=O)(O)OCOC.CC(C)O.CC(C)O.CC(C)O.CC(C)O.CC(C)O
Maximum force, Eh/bohr: 0.0103
E_tot, eV: -57690.81683
Total charge: 0
HOMO energy, eV: -9.755

3.
DFT (wB97M-V/def2-TZVPD) results for 3 unconnected molecules or ions with the total composition C52H69NO7P at a distorted geometry.

CARTESIAN COORDINATES (ANGSTROEM)
C -0.95753 -5.95958 5.05344
C -2.17673 -6.51420 4.29090
C -3.46726 -5.69461 4.48048
C -4.21145 -5.40897 3.16066
C -4.75274 -3.96833 3.05957
C -5.95406 -3.91593 3.95838
C -6.66335 -2.56755 4.09040
C -7.34541 -2.10255 2.78455
C -6.73524 -0.98563 1.91654
C -7.45803 0.32332 2.30141
C -6.66285 1.50470 2.82396
C -5.66939 1.19441 3.91011
C -4.84161 2.43451 4.24688
C -3.37828 2.17048 4.61221
C -2.62950 2.05041 3.30439
N -1.13799 1.89487 3.45604
C -0.43446 3.17735 3.13914
C -0.75394 4.25672 4.15578
C -0.52672 0.75575 2.71140
C -0.74719 0.82911 1.20274
C 0.44292 1.53039 0.51013
P 0.16858 1.84759 -1.25858
O 0.48806 0.71032 -2.10021
O 0.97563 3.16266 -1.59702
C 2.02461 3.03610 -2.59859
C 3.21645 2.26131 -2.05702
O -1.36442 2.23330 -1.49053
C -1.80837 3.43098 -0.82777
C -3.30726 3.31994 -0.61283
H -0.23058 -5.55206 4.37122
H -0.51790 -6.74809 5.64450
H -1.28500 -5.19929 5.74503
H -1.95271 -6.60002 3.24095
H -2.35528 -7.49074 4.71146
H -3.25327 -4.76745 5.00142
H -4.15287 -6.25212 5.10014
H -5.10271 -6.01952 3.15749
H -3.60911 -5.65072 2.31069
H -4.99634 -3.73136 2.03123
H -3.99116 -3.26863 3.39544
H -6.71638 -4.59615 3.60586
H -5.62094 -4.19817 4.94861
H -6.04358 -1.81160 4.55944
H -7.47520 -2.75648 4.78172
H -7.46071 -2.99721 2.18898
H -8.33770 -1.77480 3.05083
H -6.97778 -1.22054 0.89126
H -5.65428 -0.92245 1.95024
H -7.95092 0.69316 1.41287
H -8.24769 0.06940 2.98915
H -7.40790 2.20805 3.17834
H -6.16092 2.01030 2.00842
H -6.13024 0.83493 4.81981
H -5.05648 0.37786 3.54187
H -5.34567 3.03451 4.98763
H -4.78262 3.03878 3.34909
H -3.34731 1.29120 5.24745
H -3.01273 3.00607 5.19229
H -2.79831 2.95376 2.74291
H -3.04898 1.25844 2.70735
H -0.98364 1.73449 4.44819
H -0.69548 3.47252 2.13722
H 0.62926 2.99804 3.19308
H -1.59858 4.84048 3.82188
H 0.07064 4.94273 4.23559
H -0.97668 3.84555 5.12801
H -0.92262 -0.17478 3.08836
H 0.52394 0.73594 2.95334
H -0.81784 -0.17987 0.82614
H -1.66863 1.30970 0.91002
H 1.29377 0.87002 0.53828
H 0.67210 2.45835 1.01121
H 2.33392 4.04925 -2.79216
H 1.63735 2.62193 -3.51273
H 4.15859 2.63331 -2.42028
H 3.16227 2.29334 -0.97954
H 3.10367 1.22202 -2.33554
H -1.35371 3.48603 0.15875
H -1.54041 4.31708 -1.37926
H -3.46751 2.76729 0.30164
H -3.73529 4.30375 -0.50136
H -3.77031 2.75529 -1.40547
C 1.77224 0.11828 -6.61999
C 0.85490 0.24105 -5.58224
C 0.08491 -0.84148 -5.20010
C 0.22048 -2.05229 -5.86563
C 1.12703 -2.17061 -6.92325
C 1.90819 -1.08479 -7.28939
C 1.25789 -3.44867 -7.68034
O 2.04747 -3.55365 -8.59275
C 0.38459 -4.59085 -7.28702
C 0.44794 -5.77374 -8.00953
C -0.34738 -6.84630 -7.64868
C -1.20475 -6.74540 -6.55824
C -1.27583 -5.56733 -5.83733
C -0.48915 -4.48350 -6.20280
C -0.60109 -3.21199 -5.43676
O -1.34900 -3.11927 -4.48825
H 2.37864 0.96577 -6.91026
H 0.74003 1.18434 -5.06697
H -0.62163 -0.74285 -4.38905
H 2.61580 -1.18405 -8.09970
H 1.11740 -5.84956 -8.85395
H -0.30006 -7.76549 -8.21598
H -1.82060 -7.58782 -6.27471
H -1.94401 -5.48296 -4.99195
C 6.18535 1.14974 -0.67768
C 6.57323 0.72726 -1.94538
C 7.71230 1.24851 -2.53106
C 8.46309 2.20299 -1.85732
C 8.06080 2.64190 -0.59551
C 6.92587 2.10374 -0.00552
C 8.82482 3.69902 0.12868
O 8.47239 4.07342 1.22700
C 10.02113 4.28308 -0.53755
C 10.71671 5.30537 0.09288
C 11.83750 5.84938 -0.50727
C 12.27458 5.36934 -1.73717
C 11.58316 4.35421 -2.37313
C 10.45050 3.81292 -1.78197
C 9.69944 2.74279 -2.49619
O 10.07464 2.32243 -3.56800
H 5.29854 0.73466 -0.21725
H 5.98540 -0.01083 -2.47458
H 8.02188 0.92032 -3.51277
H 6.62625 2.43869 0.97719
H 10.37675 5.67353 1.04984
H 12.37551 6.64873 -0.01682
H 13.15511 5.79212 -2.20067
H 11.91707 3.98143 -3.33045

Values from the calculation:
Maximum force, Eh/bohr: 0.0293
E_tot, eV: -80151.42730
Total charge: +1
HOMO energy, eV: -10.878

4.
DFT (wB97M-V/def2-TZVPD) results for a molecular structure, C2H4OSe at a distorted geometry.

CARTESIAN COORDINATES (ANGSTROEM)
C 1.15523 -1.49675 0.16984
C -0.25949 1.44663 0.21407
O 0.04273 -1.77145 -0.15964
Se -1.39998 0.11429 -0.09336
H 1.90016 -2.21829 0.58688
H -0.15015 1.87993 1.16348
H -0.30818 2.35029 -0.33930
H -0.98032 -0.30464 -1.54197

Values from the calculation:
Energy relative to the best compared isomer or geometry (same formula, charge and spin), kcal/mol: 111.8
Maximum force, Eh/bohr: 0.0709
E_tot, eV: -69526.63937
Total charge: 0
HOMO energy (spin up / spin down), eV: -8.426 / -7.228